Record 1
A structure of composition C66H46IrN6O2S2 in a non-equilibrium geometry. Source: the OMol25 dataset; level of theory: ωB97M-V/def2-TZVPD.

ΔE to the lowest compared entry with this formula, charge and spin: 72.7 kcal per mole
gap between HOMO and LUMO (alpha / beta): 4.81 / 5.28 eV
HOMO (alpha / beta): -5.3 / -7.0 eV
expectation value of S²: 8.839
lowest unoccupied orbital energy (alpha / beta): -0.498 / -1.712 eV

Structure (ORCA input):
```
! wB97M-V def2-TZVPD RIJCOSX def2/J DEFGRID3
* xyz 0 6
C 2.548 1.973 -6.773
C 1.508 1.558 -4.630
C -2.305 0.486 -2.721
C -0.184 1.250 -2.854
S 0.484 -3.046 1.795
S -0.289 -1.257 -0.189
H 4.992 1.179 -2.783
C -6.150 1.466 -0.603
H -7.006 0.970 -1.043
C 3.281 -1.018 3.994
H -5.708 -5.688 1.348
H -1.264 0.136 4.288
C 2.144 -0.285 -6.080
N -0.421 0.040 1.017
H -3.120 3.181 1.040
H 1.226 -2.749 6.746
H 4.642 -3.569 -3.014
C 3.557 7.401 2.462
H 1.704 -4.479 -0.032
H 2.995 1.556 4.598
C 2.643 0.611 -7.016
H 1.871 3.510 -5.451
H 3.417 3.963 3.576
H 3.694 -2.850 6.807
C 2.351 3.153 1.784
H -4.707 -6.740 -2.014
C -1.723 0.663 1.018
O 1.693 -3.364 2.511
H -3.286 0.110 -2.959
C -4.906 -5.007 1.062
C -6.311 2.694 0.020
C 2.446 4.013 -2.805
C -2.974 -3.430 -0.927
C -4.374 -5.341 -0.413
C 3.923 -1.721 4.994
C 2.592 8.275 1.987
H 0.074 -1.575 4.936
C 2.272 -3.760 -0.605
C -4.901 0.869 -0.665
C 3.568 6.074 2.063
C 2.796 -1.431 -1.072
C 2.697 1.904 3.624
C 1.907 1.166 2.675
C -4.610 -2.511 1.010
C -1.226 0.226 3.216
C 3.191 -2.328 6.004
H 4.309 7.761 3.152
C -3.802 1.467 -0.054
C -0.114 -0.430 2.416
C 1.652 2.875 -2.455
H 3.478 1.745 -0.912
C -2.416 -3.607 1.123
C 4.493 -0.902 -2.720
C -5.158 -6.474 -1.057
C -2.757 -4.382 2.270
H -3.610 -6.415 2.231
H -5.327 4.283 1.072
H -2.524 -2.795 -1.691
C 2.912 3.144 3.097
H -6.327 -3.465 1.741
C 1.579 0.183 -4.908
C 2.719 4.702 -1.653
N 1.538 2.852 -1.100
C 1.805 -2.270 5.967
H -3.048 1.260 2.706
C -2.101 -4.429 -0.116
Ir 0.671 1.464 -0.011
C 1.274 -0.076 2.937
H 3.273 5.621 -1.556
C 1.155 -1.590 4.954
O -0.383 -1.848 2.512
C -4.190 -4.167 -1.292
C 3.503 0.732 -1.295
H 5.160 -1.208 -3.516
C 1.654 6.494 0.683
H 4.359 5.423 2.408
C 1.982 2.446 -5.599
C -3.974 2.697 0.583
H -5.170 -7.360 -0.422
C 2.413 4.171 0.803
H -2.531 -6.622 -0.097
H -4.979 -1.507 1.173
H 2.915 2.677 -7.508
C 0.989 1.930 -3.307
C -1.815 0.771 -1.430
C 2.595 5.587 1.191
N 1.748 1.936 1.571
N 2.669 -0.118 -0.741
C -5.338 -3.592 1.312
H 3.096 0.244 -7.927
C 2.182 3.944 -0.573
C 1.651 7.820 1.075
C -2.446 0.872 -0.119
C -3.265 -2.758 0.458
H -7.282 3.170 0.045
H 2.576 9.306 2.316
C 3.736 -1.879 -2.038
H 5.003 -1.801 4.984
H -1.068 -4.624 -0.412
C -2.131 0.782 2.402
H -4.778 -0.075 -1.178
H 3.390 -5.243 -1.688
C -1.279 0.751 -3.613
C 3.920 -3.260 -2.269
H 2.756 4.294 -3.795
C -5.215 3.313 0.603
H -4.994 -3.745 -1.879
H 2.204 -1.351 -6.262
H 3.851 -0.570 3.191
C -3.499 -5.507 1.638
H -6.187 -6.159 -1.240
N 1.037 -1.997 0.513
H 0.908 8.497 0.674
C 3.228 -4.184 -1.540
N -0.535 1.217 -1.548
H 1.212 -0.516 -4.168
C -2.977 -5.667 0.174
H -3.039 -3.977 3.231
C 2.038 -2.422 -0.387
C 1.880 -0.911 3.965
H 0.907 6.135 -0.011
C 4.400 0.400 -2.323
H -1.317 0.663 -4.686
*
```


Record 2
A structure of composition C66H51AsClNP3SSnTe in a non-equilibrium geometry. Source: the OMol25 dataset; level of theory: ωB97M-V/def2-TZVPD.

gap between HOMO and LUMO: 7.11 eV
HOMO: -9.5 eV
lowest unoccupied orbital energy: -2.388 eV

Structure (ORCA input):
```
! wB97M-V def2-TZVPD RIJCOSX def2/J DEFGRID3
* xyz 1 1
Cl -3.154 -1.899 1.922
C 2.087 5.431 -0.284
C -0.216 2.319 -4.390
H 1.346 -3.613 6.035
C 5.192 -2.474 3.237
H -1.156 -4.853 2.817
C -7.024 2.526 0.787
C 0.933 -2.201 3.000
C 0.727 -3.914 -0.184
C 0.946 -3.666 -1.537
C -0.438 -4.155 3.220
H 2.684 1.076 2.660
C -3.045 -0.203 -4.601
H 5.856 0.062 -4.528
C 2.267 -5.666 -1.695
C -3.468 5.797 0.593
H -5.154 -3.890 1.781
C 4.607 -1.384 -3.562
H 0.810 2.813 2.228
C 3.421 0.812 0.663
C -4.484 6.738 0.544
C 3.721 -0.750 -1.428
H 1.303 -1.376 2.401
H 1.221 -0.106 -1.765
C -6.287 3.311 -0.083
H -5.077 -6.212 0.941
H 2.129 -1.695 4.698
H -8.030 2.813 1.047
C 5.001 -4.164 1.553
C 3.944 2.699 2.049
H 1.195 -5.190 1.477
C 0.964 -3.458 5.038
C -1.935 -3.957 0.683
H 4.217 -0.624 2.831
C 4.192 1.360 -0.373
H -3.883 1.711 -5.072
C 2.135 5.701 1.074
C 0.034 -4.337 4.507
P -0.116 1.968 -0.322
H -3.125 -0.568 -5.613
N -5.553 6.679 1.319
H -6.548 5.684 2.794
H 3.859 -3.644 -0.178
C -2.851 0.742 -2.009
H 5.312 3.075 -1.020
C -4.440 1.802 0.127
H 5.584 -2.134 4.185
H 2.848 -6.358 -2.285
H 5.601 1.744 -2.758
C -0.386 2.584 -3.045
H 1.649 -0.494 -4.177
H 5.239 -5.151 1.185
C 0.516 1.215 -4.799
P -0.472 -2.853 0.701
H -3.693 2.561 -2.777
H 3.330 -2.629 -2.370
C -1.932 -5.251 0.167
H -3.012 -7.070 -0.102
C 4.357 0.496 -1.534
C -3.599 4.738 1.483
C 4.765 2.615 -0.209
C -1.757 2.826 -0.354
C 0.146 1.711 -2.102
C 3.293 1.490 1.860
C -3.114 -3.495 1.258
H -1.039 -5.630 -0.302
C 1.675 4.762 1.982
H -4.436 7.580 -0.134
H -4.394 3.600 -1.044
C 0.019 -3.093 2.444
H 3.895 3.199 3.005
C 0.975 3.352 0.153
H -2.030 -1.174 -1.516
C -4.250 -4.280 1.340
H -2.191 -2.014 -3.847
C 4.418 -1.624 2.468
C -6.467 1.383 1.335
H 0.656 1.027 -5.852
C -4.209 -5.578 0.856
Sn -1.187 -0.023 1.440
C -3.050 -6.058 0.270
H 6.070 -4.418 3.389
H 0.506 -2.790 -2.000
C 5.247 -0.159 -3.664
C 4.655 3.268 1.005
H -6.719 4.207 -0.500
H 2.542 6.634 1.431
Te -1.817 3.599 1.644
C -3.372 1.557 -3.007
H 1.754 4.953 3.042
H -0.947 3.446 -2.714
C 0.850 0.588 -2.514
C 2.080 -5.893 -0.340
C -4.988 2.964 -0.403
H 2.487 6.147 -0.987
H -4.742 0.115 1.412
C -5.659 5.682 2.177
C 1.061 0.355 -3.860
H 2.515 -6.761 0.130
C -2.431 -0.546 -2.311
C 5.477 -3.750 2.786
C 4.225 -3.314 0.787
C 3.921 -2.037 1.241
C -2.520 -1.015 -3.609
H 1.892 -4.346 -3.337
H 5.125 4.230 1.135
H -7.032 0.786 2.033
C -5.183 1.009 0.992
H 4.717 -2.118 -4.348
P -2.747 1.305 -0.288
C -3.470 1.080 -4.299
S -2.456 1.763 2.938
C 5.111 0.785 -2.663
H -0.655 2.976 -5.125
H -2.597 5.869 -0.049
H -4.821 3.877 3.026
C 1.115 3.585 1.522
H 1.463 4.049 -1.810
C 3.835 -1.674 -2.448
C 1.720 -4.537 -2.287
C 1.328 -5.014 0.419
H -0.318 -5.174 5.092
As 2.693 -0.924 0.207
C 1.407 -2.384 4.286
C -4.703 4.681 2.314
C 1.509 4.260 -0.750
*
```


Record 3
A structure of composition C66H53AuFGeP3Si in a non-equilibrium geometry. Source: the OMol25 dataset; level of theory: ωB97M-V/def2-TZVPD.

ΔE to the lowest compared entry with this formula, charge and spin: 35.3 kcal per mole
gap between HOMO and LUMO: 3.85 eV
HOMO: -11.7 eV
lowest unoccupied orbital energy: -7.891 eV

Structure (ORCA input):
```
! wB97M-V def2-TZVPD RIJCOSX def2/J DEFGRID3
* xyz 2 1
H 1.204 -2.196 1.174
H 2.829 5.865 0.090
Si 1.655 -2.739 -0.127
P -2.416 -0.244 0.039
H -4.208 -1.573 4.402
C -0.795 -6.032 0.217
H 3.055 -1.441 -5.469
H -3.798 -3.981 4.047
C 2.881 -0.514 -3.547
C -5.937 1.650 0.232
H 6.208 -3.096 -2.188
C -2.563 -0.970 -1.611
C -3.046 -3.715 2.059
H -4.417 -0.040 -2.184
C -0.045 3.508 5.342
C -3.565 -3.271 3.267
H -4.534 3.395 -3.627
H -6.398 3.737 0.358
C 3.212 2.689 2.326
C -4.288 3.391 0.391
C 2.275 5.029 -0.311
Au -0.212 0.515 0.325
H -1.346 -6.501 1.021
H 0.288 3.648 6.358
C -3.632 -0.725 -2.468
H -1.309 -1.997 5.393
H 4.956 3.919 2.239
H -5.142 -0.338 0.094
C 2.637 1.489 1.924
H 0.753 -0.881 -6.152
H 5.168 0.255 0.045
H -1.006 4.691 -5.653
C -2.695 2.566 -2.921
H -4.070 4.445 0.471
H 0.679 5.223 1.105
H 0.649 -3.459 5.743
Ge -1.395 3.270 0.753
H -2.895 -4.769 1.886
C -3.778 -1.916 3.473
C -2.692 -2.269 -4.053
C 5.209 2.119 1.110
C -5.616 2.993 0.323
H 2.414 0.473 -1.699
H 6.217 2.359 0.813
C -2.722 -2.814 1.062
C 0.833 2.892 -1.338
H 2.860 -0.281 0.731
H 3.760 -2.881 -2.261
C 2.049 3.257 -1.909
H 6.063 -3.287 2.077
C -0.774 -6.608 -1.044
C 0.666 -4.853 -1.825
C -3.246 2.471 0.359
C 1.119 -0.569 -5.185
C -1.470 4.115 3.515
C 2.063 -1.166 3.699
H -0.035 -6.464 -3.050
H -0.691 0.451 -4.656
H 3.890 -0.756 -3.248
C 0.789 0.578 -3.103
C -3.685 -1.372 -3.691
C 0.306 0.172 -4.346
C -0.373 -1.771 4.904
H 2.790 -2.935 4.656
C -1.608 -2.485 -3.215
C 2.411 -0.895 -4.796
C 5.645 -3.079 -1.268
C -3.463 3.362 -3.754
H 2.437 2.713 -2.757
H 7.369 -3.288 -0.011
C -3.579 1.124 0.214
C 0.663 -4.269 -0.559
H 1.256 -4.414 -2.619
C 0.729 -2.591 5.105
F -1.918 4.976 0.713
C 0.331 3.608 -0.251
H 0.374 3.297 -4.161
C 4.269 -2.958 -1.311
H -1.574 5.007 5.455
H -0.074 -4.436 1.449
H -2.761 -2.799 -4.992
C -2.933 -1.454 1.273
H 3.016 -0.929 3.247
H -0.827 -3.174 -3.498
H -4.513 -1.181 -4.357
C 4.186 -3.052 1.084
H -6.966 1.327 0.202
H -2.323 -3.163 0.119
C 2.063 0.190 -2.684
C 2.763 4.327 -1.401
C -0.702 3.312 -4.056
C -1.080 4.276 4.833
H -3.166 1.969 -2.155
C -2.857 4.118 -4.743
H -3.614 0.055 2.652
C -3.449 -1.002 2.492
C 4.623 0.937 0.681
H 2.665 3.375 2.957
H 3.620 -3.071 2.005
C 0.555 2.553 4.544
C 3.521 -2.932 -0.137
C -0.864 3.177 2.686
C 0.952 -0.356 3.485
C -1.528 -1.820 -2.005
C 4.500 2.995 1.918
C 6.296 -3.188 -0.050
H -2.253 4.739 3.111
C 1.064 4.668 0.259
C -1.478 4.093 -4.890
H -1.312 -7.528 -1.219
C 3.335 0.630 1.074
P 0.935 1.018 2.305
H -0.661 -1.954 -1.361
P -0.224 1.561 -1.982
H -3.458 4.730 -5.398
C -1.317 2.535 -3.074
C -0.051 -6.012 -2.068
H 1.351 1.935 4.941
C 0.144 2.371 3.222
C -4.919 0.719 0.169
C 1.939 -2.288 4.502
C 5.563 -3.178 1.126
H 3.693 4.623 -1.864
C -0.272 -0.671 4.079
H -1.128 -0.025 3.914
C -0.080 -4.872 0.458
*
```


no.,electronic energy (Eh)
1,-3922.04669
2,-7200.70630
3,-6172.43309